(1)
ORCA calculation (the ωB97M-V functional and the def2-TZVPD basis) on a molecular structure, H4KN3O11 at a distorted geometry.

Structure (XYZ):
```
19
Properties=species:S:1:pos:R:3:forces:R:3
K 0.473 -1.127 1.348 0.0 0.2 -0.3
N -4.144 -3.369 -3.121 -1.5 -0.1 1.7
O -4.378 -4.086 -4.062 -0.9 -1.5 -2.8
O -3.017 -3.297 -2.695 3.5 0.6 1.1
O -5.059 -2.807 -2.500 -1.0 0.8 0.2
N -2.417 4.271 -1.409 3.3 -1.3 -0.4
O -2.460 3.210 -0.824 0.1 -3.5 1.5
O -3.264 5.055 -1.232 -4.7 4.5 0.5
O -1.437 4.540 -2.112 1.4 0.3 -1.4
N 6.431 0.944 2.153 1.3 -1.3 -0.2
O 7.395 1.631 2.395 2.3 2.4 0.8
O 5.336 1.411 2.020 -3.7 1.7 -0.3
O 6.607 -0.258 2.017 0.0 -2.9 -0.3
O 1.949 -4.928 -1.523 0.1 0.0 0.3
H 1.033 -5.052 -1.772 -0.3 -0.1 -0.1
H 2.290 -4.306 -2.166 0.1 0.1 -0.2
O -2.067 2.623 4.739 -0.1 -0.2 0.2
H -2.116 2.729 3.788 -0.1 0.1 -0.3
H -1.155 2.819 4.955 0.2 0.1 0.1
```
Forces are in eV/Å.

E_HOMO: -2.69 eV
gap between HOMO and LUMO: 4.29 eV
2S+1: 1
charge: -2

=====

(2)
ORCA calculation (the ωB97M-V functional and the def2-TZVPD basis) on 2 unconnected molecules or ions with the total composition H4O2 at a distorted geometry.

Structure (XYZ):
```
6
Properties=species:S:1:pos:R:3:forces:R:3
H -1.332 0.340 -0.072 0.4 0.1 -0.5
H -0.937 1.769 -0.220 0.0 0.9 0.1
H 1.656 -1.391 0.187 0.2 -0.1 0.0
H 0.528 -0.373 0.146 0.0 0.2 -0.1
O -0.666 0.907 -0.509 -0.7 -0.9 0.3
O 0.751 -1.253 0.468 0.0 -0.2 0.2
```
Forces are in eV/Å.

E_HOMO: -11.06 eV
gap between HOMO and LUMO: 11.85 eV
2S+1: 1
SMILES: O.O
charge: 0